Formula: C9H14
Source: the OMol25 dataset
Level of theory: ωB97M-V/def2-TZVPD

* lowest unoccupied orbital energy: 1.03 eV
* energy above the lowest of the compared OMol25 structures with the same formula, charge and spin: 0.8138 eV
* multiplicity: 1

Atoms and positions in Å:
C -0.99 -2.41 2.77
C -0.60 -1.20 1.97
C -1.61 -0.60 1.18
C -1.29 0.43 0.33
C -0.05 1.06 0.47
C 0.80 0.72 1.50
C 0.61 -0.55 2.08
H -1.08 -3.28 2.13
H -1.94 -2.14 3.24
H -0.29 -2.68 3.55
H -2.63 -0.94 1.31
H -1.94 0.86 -0.42
H 0.34 1.79 -0.23
H 1.77 1.19 1.65
H 1.39 -1.00 2.67
C 1.51 0.69 -2.72
C 0.31 1.49 -3.26
H 2.16 0.40 -3.54
H 2.07 1.32 -2.03
H 1.34 -0.30 -2.29
H -0.56 0.86 -3.44
H 0.62 1.91 -4.22
H 0.08 2.40 -2.70

Atom charges from the Mulliken analysis, given in e for atoms 1 to 2: -1.3242 0.7570


Formula: C9H14
Source: the OMol25 dataset
Level of theory: ωB97M-V/def2-TZVPD

* lowest unoccupied orbital energy: 1.00 eV
* energy above the lowest of the compared OMol25 structures with the same formula, charge and spin: 1.2653 eV
* multiplicity: 1

Atoms and positions in Å:
C 0.81 1.57 -0.21
C -0.44 0.79 0.00
C -0.52 -0.57 -0.33
C -1.69 -1.25 -0.03
C -2.75 -0.64 0.63
C -2.74 0.74 0.84
C -1.58 1.41 0.51
H 0.79 2.50 0.40
H 1.00 1.76 -1.26
H 1.69 1.19 0.31
H 0.30 -1.03 -0.87
H -1.68 -2.31 -0.28
H -3.56 -1.31 0.88
H -3.71 1.24 0.86
H -1.63 2.49 0.34
C 2.62 -1.21 -0.55
C 4.02 -0.60 -0.45
H 2.19 -0.98 -1.53
H 2.69 -2.28 -0.86
H 1.98 -1.11 0.31
H 4.00 0.32 0.15
H 4.33 -0.40 -1.47
H 4.66 -1.23 0.14

Atom charges from the Mulliken analysis, given in e for atoms 1 to 2: -1.2225 0.7692


Formula: C9H14
Source: the OMol25 dataset
Level of theory: ωB97M-V/def2-TZVPD

* lowest unoccupied orbital energy: 1.03 eV
* energy above the lowest of the compared OMol25 structures with the same formula, charge and spin: 1.5760 eV
* multiplicity: 1

Atoms and positions in Å:
C -0.90 1.86 2.17
C -0.09 1.35 1.00
C 0.27 0.02 0.72
C 1.09 -0.32 -0.39
C 1.74 0.67 -1.14
C 1.44 2.01 -0.87
C 0.63 2.29 0.26
H -0.29 2.52 2.80
H -1.14 0.96 2.80
H -1.81 2.35 2.06
H 0.11 -0.75 1.34
H 1.00 -1.32 -0.77
H 2.50 0.38 -1.83
H 1.71 2.78 -1.48
H 0.46 3.31 0.55
C -1.95 -2.55 -0.84
C -1.16 -3.86 -0.94
H -3.00 -2.62 -0.71
H -1.60 -2.00 0.09
H -1.84 -1.92 -1.75
H -1.33 -4.49 -0.09
H -1.10 -4.52 -1.79
H -0.10 -3.50 -0.90

Atom charges from the Mulliken analysis, given in e for atoms 1 to 2: -1.3115 0.7140


Formula: C9H14
Source: the OMol25 dataset
Level of theory: ωB97M-V/def2-TZVPD

* lowest unoccupied orbital energy: 1.00 eV
* energy above the lowest of the compared OMol25 structures with the same formula, charge and spin: 0.6480 eV
* multiplicity: 1

Atoms and positions in Å:
C 0.44 -2.92 -0.43
C 0.72 -1.55 0.14
C 0.95 -0.42 -0.66
C 1.15 0.82 -0.10
C 1.17 0.96 1.28
C 0.75 -0.09 2.09
C 0.59 -1.34 1.51
H 1.32 -3.55 -0.31
H 0.11 -2.82 -1.46
H -0.32 -3.40 0.18
H 1.10 -0.60 -1.72
H 1.15 1.69 -0.75
H 1.37 1.93 1.71
H 0.62 0.17 3.13
H 0.20 -2.14 2.13
C -2.77 1.53 -1.64
C -1.63 2.42 -1.15
H -2.42 0.50 -1.72
H -3.54 1.35 -0.87
H -3.34 1.85 -2.49
H -1.81 3.49 -1.28
H -0.68 2.04 -1.49
H -1.62 2.35 -0.06

Atom charges from the Mulliken analysis, given in e for atoms 1 to 2: -1.3420 0.6894


Formula: C9H14
Source: the OMol25 dataset
Level of theory: ωB97M-V/def2-TZVPD

* lowest unoccupied orbital energy: 1.04 eV
* energy above the lowest of the compared OMol25 structures with the same formula, charge and spin: 0.5445 eV
* multiplicity: 1

Atoms and positions in Å:
C 0.99 1.41 -1.10
C 0.99 0.10 -0.33
C 1.81 -0.02 0.81
C 1.78 -1.16 1.56
C 1.01 -2.24 1.16
C 0.21 -2.13 0.05
C 0.13 -0.92 -0.65
H 0.28 1.39 -1.92
H 2.01 1.68 -1.36
H 0.58 2.15 -0.43
H 2.39 0.87 1.02
H 2.42 -1.27 2.43
H 1.03 -3.09 1.83
H -0.33 -3.00 -0.31
H -0.59 -0.94 -1.47
C -2.82 1.14 -0.89
C -2.61 2.37 -0.03
H -3.46 1.15 -1.76
H -1.84 0.87 -1.27
H -3.15 0.34 -0.22
H -2.14 2.16 0.94
H -3.50 2.97 0.20
H -2.07 3.17 -0.54

Atom charges from the Mulliken analysis, given in e for atoms 1 to 2: -1.5426 0.8470


Formula: C9H14
Source: the OMol25 dataset
Level of theory: ωB97M-V/def2-TZVPD

* lowest unoccupied orbital energy: 1.03 eV
* energy above the lowest of the compared OMol25 structures with the same formula, charge and spin: 0.4984 eV
* multiplicity: 1

Atoms and positions in Å:
C -0.66 -2.64 0.39
C -0.01 -1.34 0.83
C 1.32 -1.06 0.51
C 1.92 0.10 0.97
C 1.22 0.92 1.84
C -0.15 0.77 2.00
C -0.76 -0.37 1.47
H -0.96 -3.17 1.29
H -0.04 -3.27 -0.23
H -1.59 -2.37 -0.08
H 1.84 -1.72 -0.16
H 2.95 0.29 0.70
H 1.75 1.57 2.52
H -0.72 1.49 2.58
H -1.82 -0.54 1.58
C 0.22 1.30 -1.87
C -1.27 1.49 -2.19
H 0.72 2.25 -1.64
H 0.30 0.77 -0.93
H 0.74 0.90 -2.73
H -1.63 0.62 -2.75
H -1.89 1.62 -1.31
H -1.48 2.39 -2.78

Atom charges from the Mulliken analysis, given in e for atoms 1 to 2: -1.4424 0.8692


The records above give, respectively, E_HOMO values of -8.8261; -8.9330; -8.8492; -9.0161; -9.0352; -8.9782 eV.
The records above give, respectively, orbital gap values of 9.86; 9.94; 9.87; 10.01; 10.08; 10.01 eV.